# 1
Below is the molecule C3H10P2, with properties calculated with ωB97M-V/def2-TZVPD.

```
15
Properties=species:S:1:pos:R:3
C -1.90723 -0.41562 1.46589
C -0.81027 0.14137 0.69771
C 1.07495 1.38564 -1.53845
P 1.75196 -1.33774 -0.21814
P 0.16221 -0.25419 -1.03801
H -1.66838 -1.50118 1.43374
H -1.78809 -0.08703 2.46258
H -2.89310 -0.51992 1.61207
H 0.03703 0.36667 1.39903
H -1.15130 1.19759 0.29175
H 1.67207 1.37650 -2.43794
H 0.27540 2.08175 -1.88141
H 1.59550 1.77557 -0.66560
H 2.56754 -1.63899 -1.36090
H 1.08173 -2.57042 -0.22232
```

Summary:
- ΔE to the lowest compared entry with this formula, charge and spin: 54.2 kcal/mol
- HOMO-LUMO gap (alpha / beta): 4.78 / 7.64 eV
- Expectation value of S²: 2.0084
- Highest occupied orbital energy (alpha / beta): -0.136 / -0.354 hartree
- Spin multiplicity: 3

=====

# 2
Below is a cluster of 2 separate species, C3H10S in total, with properties calculated with ωB97M-V/def2-TZVPD.

```
14
Properties=species:S:1:pos:R:3
C -2.73105 0.28668 1.08006
C -2.25455 1.38677 -0.02392
S -1.12974 0.49510 -1.19916
H -2.14396 -0.60860 0.86180
H -2.62787 0.49654 2.14647
H -3.84473 0.00449 0.98148
H -1.77404 2.38081 0.28148
H -3.19032 1.51086 -0.68509
H 0.08978 0.48797 -0.64925
C 3.93206 -1.29976 -0.57224
H 4.88227 -1.53594 -1.10123
H 3.88974 -1.79701 0.43313
H 3.86435 -0.27536 -0.35841
H 3.03809 -1.53255 -1.19513
```

Summary:
- ΔE to the lowest compared entry with this formula, charge and spin: 21.7 kcal/mol
- HOMO-LUMO gap: 9.89 eV
- Highest occupied orbital energy: -0.331 hartree
- SMILES: CCS.C

=====

# 3
Below is a cluster of 2 separate species, C3H10S in total, with properties calculated with ωB97M-V/def2-TZVPD.

```
14
Properties=species:S:1:pos:R:3
C 6.01119 1.96412 3.05640
C 5.44333 3.19284 3.73272
H 6.06824 1.08731 3.70165
H 7.04147 2.04393 2.69696
H 5.38386 1.56897 2.24921
H 6.18031 3.72601 4.31826
H 5.16167 3.93770 2.98535
H 4.52811 2.96389 4.27341
C -3.84452 -1.87879 -1.20726
S -4.12317 -1.73071 -2.98340
H -4.14193 -0.96441 -0.69368
H -4.48856 -2.68210 -0.83389
H -2.83906 -2.10118 -0.90688
H -2.98869 -2.21459 -3.44967
```

Summary:
- ΔE to the lowest compared entry with this formula, charge and spin: 9.2 kcal/mol
- HOMO-LUMO gap: 10.16 eV
- Highest occupied orbital energy: -0.333 hartree
- SMILES: CC.CS

=====

# 4
Below is a cluster of 2 separate species, C3H10S in total, with properties calculated with ωB97M-V/def2-TZVPD.

```
14
Properties=species:S:1:pos:R:3
C -4.16064 -1.38192 -4.61042
H -4.56241 -1.27077 -3.60183
H -4.78278 -0.66505 -5.13292
H -4.25290 -2.40715 -4.94270
H -3.09069 -1.20756 -4.67173
C 1.95021 1.57958 2.85550
C 3.01264 0.56582 2.40464
S 2.09703 -0.70059 1.36389
H 1.18621 1.15071 3.49307
H 1.45332 1.98332 1.96896
H 2.48670 2.42983 3.27225
H 3.86826 0.93760 1.85291
H 3.37002 0.00036 3.26844
H 1.42503 -1.01418 2.47993
```

Summary:
- ΔE to the lowest compared entry with this formula, charge and spin: 19.6 kcal/mol
- Charge: +1
- HOMO-LUMO gap (alpha / beta): 9.82 / 5.10 eV
- Expectation value of S²: 0.7533
- Highest occupied orbital energy (alpha / beta): -0.531 / -0.531 hartree
- Spin multiplicity: 2

=====

# 5
Below is a cluster of 2 separate species, C3H10S2 in total, with properties calculated with ωB97M-V/def2-TZVPD.

```
15
Properties=species:S:1:pos:R:3
C -1.15407 1.36147 -1.37250
S -1.09831 -0.50038 -1.31094
C -1.60344 -0.99634 0.38468
H -1.91281 1.53486 -2.10694
H -0.16761 1.80608 -1.51327
H -1.46674 1.72967 -0.38595
H -0.76992 -1.04463 1.11479
H -2.33546 -0.32870 0.77171
H -2.03799 -1.98151 0.24912
C 1.79796 0.08388 0.79922
S 2.24834 -1.67795 0.65152
H 2.29546 0.69664 0.02795
H 2.10539 0.48961 1.76810
H 0.72028 0.08245 0.76345
H 3.37890 -1.25516 0.15907
```

Summary:
- ΔE to the lowest compared entry with this formula, charge and spin: 20.6 kcal/mol
- HOMO-LUMO gap: 9.40 eV
- Highest occupied orbital energy: -0.313 hartree
- SMILES: CSC.CS

=====

# 6
Below is a cluster of 2 separate species, C3H10S2 in total, with properties calculated with ωB97M-V/def2-TZVPD.

```
15
Properties=species:S:1:pos:R:3
C -1.54617 0.22449 -0.46630
S -1.39414 1.59574 -1.72841
C 0.32824 2.30748 -1.38766
H -1.38732 -0.68075 -1.05215
H -2.46525 0.39891 0.07406
H -0.76558 0.29714 0.30439
H 1.10711 1.56633 -1.52595
H 0.50335 3.14444 -2.04972
H 0.46050 2.56233 -0.32342
C 0.47727 -1.63626 1.33697
S 2.07493 -2.08107 0.67358
H -0.19773 -1.55739 0.51283
H 0.36003 -0.79093 2.07497
H 0.03039 -2.50470 1.86749
H 2.41436 -2.84574 1.68934
```

Summary:
- ΔE to the lowest compared entry with this formula, charge and spin: 24.3 kcal/mol
- HOMO-LUMO gap: 9.36 eV
- Highest occupied orbital energy: -0.315 hartree
- SMILES: CSC.CS

=====

# 7
Below is a cluster of 2 separate species, C3H10S3 in total, with properties calculated with ωB97M-V/def2-TZVPD.

```
16
Properties=species:S:1:pos:R:3
C -2.03157 -0.72695 -1.51319
C -2.67728 0.65538 -1.33724
S -3.25050 0.98296 0.54456
H -2.57678 -1.60017 -0.96200
H -1.00342 -0.59086 -1.10472
H -1.91133 -1.01861 -2.57216
H -1.79360 1.38832 -1.29831
H -3.51528 0.99385 -2.00586
H -3.18270 2.31159 0.59554
C 3.30183 -1.00861 -0.95082
S 3.06422 -0.01745 0.57539
S 0.93085 -0.47901 0.95698
H 3.42233 -1.93630 -0.47374
H 4.16844 -0.62892 -1.46023
H 2.43561 -0.90563 -1.59490
H 0.48579 0.68392 0.45299
```

Summary:
- ΔE to the lowest compared entry with this formula, charge and spin: 26.1 kcal/mol
- HOMO-LUMO gap: 9.28 eV
- Highest occupied orbital energy: -0.334 hartree
- SMILES: CCS.CSS

=====

# 8
Below is a cluster of 2 separate species, C3H10S3 in total, with properties calculated with ωB97M-V/def2-TZVPD.

```
16
Properties=species:S:1:pos:R:3
C -0.61813 0.38610 2.32949
S 1.06712 1.02546 2.45446
C 1.69226 0.53457 0.83574
H -0.61675 -0.69585 2.21026
H -1.15059 0.85124 1.50222
H -1.12315 0.64828 3.25462
H 2.74047 0.82961 0.79873
H 1.62997 -0.54053 0.68540
H 1.18441 1.04741 0.02162
C -1.49738 -0.52948 -1.47981
S -0.85969 -1.37337 -2.95905
S 1.17800 -1.12010 -2.70827
H -1.07589 -0.96705 -0.57919
H -2.57368 -0.68477 -1.49591
H -1.27379 0.53283 -1.52084
H 1.29682 0.05564 -3.34945
```

Summary:
- ΔE to the lowest compared entry with this formula, charge and spin: 1.3 kcal/mol
- HOMO-LUMO gap: 9.03 eV
- Highest occupied orbital energy: -0.315 hartree
- SMILES: CSC.CSS

=====

# 9
Below is a structure of composition C3H11Cl2FeN2O2, with properties calculated with ωB97M-V/def2-TZVPD.

```
21
Properties=species:S:1:pos:R:3
C 1.40861 1.34184 -0.07236
Fe -0.29725 0.18721 -0.06916
N -1.37173 -1.58938 -0.10990
N -0.05071 0.18660 -2.11703
H -2.20899 -1.08113 0.19852
H 1.43900 0.08440 -0.03104
H 1.84993 1.22796 0.89737
H 0.75855 2.23424 -0.11896
H 2.08893 1.39077 -0.91092
H -0.91645 0.44096 -2.59698
H 0.31473 -0.60632 -2.64704
H 0.59430 0.94559 -2.38723
H -1.60121 -2.16782 -0.91629
H -1.09429 -2.17711 0.67463
Cl -1.01775 -1.65482 3.18519
C -0.61777 0.05177 3.57860
Cl 1.07370 0.50122 3.35641
C -1.45003 0.94799 2.61637
O -2.06499 1.88760 3.15228
O -1.53048 0.66672 1.37781
H -0.87231 0.20590 4.62093
```

Summary:
- Charge: -1
- HOMO-LUMO gap (alpha / beta): 2.68 / 6.06 eV
- Expectation value of S²: 6.0624
- Highest occupied orbital energy (alpha / beta): 0.007 / -0.119 hartree
- Spin multiplicity: 5

=====

# 10
Below is a structure of composition C3H11ClN3, with properties calculated with ωB97M-V/def2-TZVPD.

```
18
Properties=species:S:1:pos:R:3
C -1.37169 -1.55527 -0.82889
C -1.49506 -0.03529 -0.89643
C 1.08192 0.02631 0.80359
N 1.88261 0.95376 0.52977
N -0.60963 0.71923 0.13036
N -2.77186 0.46795 -0.66075
Cl 4.89303 0.74669 1.06859
H -2.19798 -1.85337 -1.46325
H -0.38716 -1.93435 -1.23666
H -1.37212 -1.96180 0.16303
H -1.26596 0.18830 -1.94026
H 1.16553 -0.99990 1.18586
H 1.49677 1.81272 0.15600
H 2.85542 1.00930 0.94629
H -1.06067 0.85893 1.05591
H 5.55870 -0.05235 1.89076
H -3.31946 0.29303 0.22237
H -3.08242 1.31611 -1.12629
```

Summary:
- ΔE to the lowest compared entry with this formula, charge and spin: 107.3 kcal/mol
- Charge: +1
- HOMO-LUMO gap: 8.42 eV
- Highest occupied orbital energy: -0.476 hartree

=====

Electronic energy for every record listed, in sequence, given in Ha: -802.72759; -518.43730; -518.45709; -518.11817; -916.63117; -916.62520; -1314.80650; -1314.84604; -2564.92467; -744.99355.
Largest force on an atom for every record listed, in sequence, given in eV Å⁻¹: 5.0; 2.0; 1.3; 1.5; 2.0; 2.3; 2.7; 0.5; 2.6; 5.9.